ORCA calculation (the ωB97M-V functional and the def2-TZVPD basis) on 2 unconnected molecules or ions with the total composition C5H14.

```
19
Properties=species:S:1:pos:R:3:forces:R:3
C 2.024 0.017 0.712 -0.8185 0.7173 -0.3206
C 1.433 -0.851 -0.402 0.4909 -1.4683 1.6728
C 0.651 -2.065 0.132 -0.8252 -0.3121 -1.0887
H 2.959 -0.337 1.130 0.0414 -0.3908 0.0296
H 2.216 1.021 0.335 0.1103 0.1143 -0.0093
H 1.289 0.130 1.509 0.0781 0.0131 0.2109
H 2.282 -1.308 -0.911 -0.1938 0.5069 -0.8098
H 0.709 -0.332 -1.011 0.4551 0.4420 -0.5625
H 0.484 -2.736 -0.715 0.3133 -0.2393 -0.0693
H -0.393 -1.844 0.366 0.1569 0.3980 0.6600
H 1.100 -2.670 0.912 0.2429 0.2262 0.2900
C -1.828 1.690 0.458 0.7642 0.6012 -0.4916
C -1.867 1.006 -0.906 -0.5275 0.2519 -1.0959
H -1.264 2.623 0.385 -0.2387 0.2139 -0.1297
H -2.835 1.947 0.782 0.1996 -0.2476 0.4484
H -1.218 1.152 1.178 -0.5503 -0.4332 0.3132
H -1.390 0.026 -0.957 -0.1346 0.0963 0.1470
H -1.454 1.617 -1.723 0.4061 -0.0841 0.4448
H -2.897 0.913 -1.272 0.0298 -0.4057 0.3607
```
Forces are in eV/Å.

## Properties
Net charge: 0
SMILES: CCC.CC
HOMO energy: -11.30 eV
LUMO energy: 1.20 eV
Energy relative to the best compared isomer or geometry (same formula, charge and spin): 12.3 kcal per mole

Atom charges from the Löwdin analysis, given in e for atoms 1 to 4:
1. C -0.12
2. C -0.30
3. C -0.13
4. H 0.07



ORCA calculation (the ωB97M-V functional and the def2-TZVPD basis) on a molecular structure, C19H23BN3O4Pd.

```
51
Properties=species:S:1:pos:R:3:forces:R:3
Pd -0.429 0.879 1.071 0.0256 0.2521 -0.0517
C -2.405 3.562 -1.829 0.0262 -0.0276 0.0042
C -1.504 2.834 -0.875 -0.0586 -0.0243 -0.0045
N -1.948 2.036 0.028 -0.0199 -0.0838 -0.0626
O -3.327 1.800 0.012 -0.0287 0.1544 0.0031
C -0.065 3.006 -0.953 0.0418 0.2707 -0.0501
C 0.562 4.063 -1.812 -0.0196 -0.0738 -0.0013
N 0.674 2.210 -0.201 0.0893 -0.3597 0.2745
O 1.939 2.299 -0.228 -0.0617 0.0704 -0.0635
H -3.356 3.047 -1.929 -0.0040 -0.0063 -0.0043
H -1.929 3.653 -2.805 -0.0006 -0.0017 0.0079
H -2.600 4.571 -1.460 0.0026 -0.0001 0.0058
H -3.415 1.156 0.724 0.0055 -0.0621 0.0366
H -0.001 4.998 -1.783 -0.0241 -0.0175 0.0021
H 0.646 3.757 -2.861 0.0316 0.0037 0.0051
H 1.570 4.240 -1.442 0.0110 -0.0052 0.0016
C 2.669 -3.378 1.823 0.0029 0.0010 0.0086
C 2.603 -1.864 1.918 0.0161 0.0206 0.0126
C 3.809 -1.233 1.228 0.0058 0.0107 0.0334
O 1.432 -1.402 1.230 0.0151 0.0272 0.1086
B 0.958 -0.273 1.904 -0.0198 -0.1153 -0.5036
O 1.607 -0.127 3.116 0.0734 0.1383 0.1633
C 2.375 -1.316 3.356 0.0346 -0.0342 0.0199
C 1.510 -2.239 4.211 -0.0094 0.0040 0.0003
C 3.642 -0.938 4.103 -0.0123 -0.0089 0.0031
H 2.870 -3.668 0.790 -0.0100 -0.0017 -0.0067
H 1.727 -3.830 2.127 0.0041 0.0008 0.0088
H 3.472 -3.772 2.451 0.0087 0.0012 -0.0063
H 3.799 -1.527 0.178 -0.0084 0.0069 -0.0076
H 4.750 -1.563 1.675 -0.0013 -0.0099 -0.0056
H 3.751 -0.145 1.270 -0.0089 -0.0032 -0.0038
H 0.593 -2.503 3.683 0.0054 0.0060 -0.0018
H 1.234 -1.703 5.121 0.0025 -0.0040 -0.0067
H 2.041 -3.151 4.491 0.0017 -0.0043 -0.0047
H 4.187 -0.157 3.577 0.0009 0.0006 -0.0019
H 4.293 -1.808 4.225 0.0045 -0.0037 -0.0004
H 3.380 -0.564 5.094 -0.0001 0.0000 0.0040
N -5.430 -5.171 7.215 0.0025 0.0061 -0.0052
C -4.861 -4.478 6.494 -0.0287 -0.0383 0.0404
C -4.152 -3.616 5.596 0.0396 0.0477 -0.0456
C -4.583 -3.469 4.276 0.0105 -0.0034 0.0257
C -3.899 -2.639 3.412 0.0106 -0.0081 -0.0055
C -2.765 -1.929 3.835 0.0333 -0.0196 0.0273
C -2.344 -2.088 5.166 -0.0130 0.0136 -0.0285
C -3.025 -2.917 6.034 -0.0300 -0.0209 0.0001
C -2.050 -1.075 2.951 -0.1303 0.0532 0.0135
C -1.421 -0.316 2.232 -0.0269 -0.1469 0.0597
H -5.456 -4.012 3.938 0.0015 0.0004 0.0007
H -4.230 -2.528 2.388 0.0039 0.0023 -0.0009
H -1.472 -1.542 5.498 0.0056 -0.0062 0.0032
H -2.691 -3.031 7.057 -0.0005 -0.0011 -0.0010
```
Forces are in eV/Å.

## Properties
Net charge: -1
HOMO energy: -4.42 eV
LUMO energy: 2.60 eV
Energy relative to the best compared isomer or geometry (same formula, charge and spin): 0.0 kcal per mole

Atom charges from the Löwdin analysis, given in e for atoms 1 to 4:
1. Pd 0.82
2. C -0.02
3. C -0.30
4. N -0.10



ORCA calculation (the ωB97M-V functional and the def2-TZVPD basis) on C8H12 in the gas phase.

```
20
Properties=species:S:1:pos:R:3:forces:R:3
C -0.192 1.946 0.131 -1.5728 -5.2521 -1.6591
C -1.426 1.233 -0.026 4.8052 -1.4534 1.1358
C -2.014 -0.249 -0.024 -0.1490 1.6177 2.8242
C -1.079 -1.533 -0.177 -1.4833 -0.9438 -0.8575
C 0.342 -0.973 0.309 -1.8176 2.1400 -0.3501
C 1.824 -1.157 -0.012 -1.7586 -0.1314 3.0813
C 2.187 0.265 -0.062 -0.3782 3.1263 -0.8215
C 1.343 1.382 -0.119 -0.0773 1.3074 0.3849
H -0.422 2.970 0.262 0.8506 1.1954 -0.1429
H -2.305 1.750 -0.087 -1.7767 2.3379 0.2637
H -2.720 -0.197 1.005 2.1919 -0.4931 -2.1755
H -2.816 -0.001 -0.703 -0.2705 -1.3715 -0.9947
H -1.119 -1.729 -1.409 0.4812 0.0475 3.3840
H -1.657 -2.484 0.441 1.9789 2.5690 -1.9063
H 0.324 -0.030 -0.442 -1.3282 -2.4004 2.2470
H 0.371 -0.669 1.453 -0.9147 -0.2706 -2.4286
H 1.890 -1.767 -0.839 1.0432 -0.9485 -2.2503
H 2.308 -1.603 0.854 0.4056 -0.4633 -0.1824
H 3.225 0.592 -0.087 0.0850 -0.3829 -0.3540
H 1.936 2.253 -0.469 -0.3150 -0.2304 0.8020
```
Forces are in eV/Å.

## Properties
Net charge: 0
SMILES: C1=C\CCCC\C=C/1
HOMO energy: -8.40 eV
LUMO energy: 0.83 eV
Energy relative to the best compared isomer or geometry (same formula, charge and spin): 134.5 kcal per mole

Atom charges from the Löwdin analysis, given in e for atoms 1 to 4:
1. C -0.03
2. C -0.10
3. C -0.23
4. C -0.19



ORCA calculation (the ωB97M-V functional and the def2-TZVPD basis) on a molecular structure, C34H56N3OOsP2.

```
97
Properties=species:S:1:pos:R:3:forces:R:3
C 0.268 2.660 0.377 0.1324 -0.4691 0.2090
C -0.919 2.142 -1.602 0.1188 0.4111 0.4195
C 0.200 4.022 0.097 -0.1728 0.2178 -0.0457
C -1.111 3.531 -1.848 -0.1960 -0.8418 -0.4371
C -0.550 4.461 -0.997 0.2503 0.2282 0.2664
H 0.691 4.710 0.783 -0.1931 -0.0027 -0.2328
H -1.697 3.810 -2.728 0.2633 0.0609 0.3313
H -0.692 5.529 -1.171 0.0867 -0.2991 -0.0045
N -0.276 1.751 -0.442 -0.3172 -0.1472 0.3109
P 0.137 0.587 2.273 0.5861 1.6377 2.0703
P -0.827 -0.570 -2.203 -0.5556 -0.2441 -2.5078
C 0.946 2.146 1.635 0.1968 0.0772 -0.4094
H 2.006 1.936 1.418 -0.4145 0.1116 -0.0342
H 0.935 2.926 2.407 0.0324 -0.2644 -0.2186
C -0.327 -2.210 0.259 0.1794 -6.3347 1.0890
O -0.305 -3.388 0.310 -0.0808 4.4951 -0.3364
C -1.372 1.114 -2.452 -0.2386 0.6520 -0.0826
H -1.977 1.408 -3.306 0.1764 -0.1232 0.0478
C 0.675 -0.661 -3.429 0.4073 -0.1427 -0.0489
C -2.198 -1.693 -2.983 -0.1557 -0.3647 0.2142
C 1.420 -0.239 3.437 0.1779 -0.2788 -0.0805
C -1.200 1.427 3.358 -0.2518 -0.3057 0.0899
C 1.492 -1.921 -3.102 -0.0714 -0.1569 0.0475
H 0.939 -2.842 -3.319 0.2652 0.2533 0.0983
H 2.403 -1.926 -3.719 -0.2576 0.0116 0.1382
H 1.792 -1.934 -2.047 -0.0207 -0.1381 -0.2855
C 0.226 -0.674 -4.898 -0.1140 -0.1045 -0.0737
H -0.307 -1.589 -5.176 0.2025 0.3677 0.0237
H -0.381 0.209 -5.134 0.1417 -0.2483 -0.0370
H 1.123 -0.624 -5.534 -0.1473 -0.0008 0.2814
C 1.562 0.580 -3.266 -0.0595 0.1483 0.2344
H 2.453 0.463 -3.902 -0.3411 0.0041 0.1575
H 1.048 1.493 -3.583 0.1050 -0.1282 0.0406
H 1.901 0.702 -2.236 -0.0247 0.1968 -0.2503
C -1.616 -3.091 -3.274 0.0840 -0.0421 -0.0557
H -1.112 -3.504 -2.387 -0.1117 0.0360 -0.2805
H -2.455 -3.763 -3.509 0.2557 0.2059 0.0418
H -0.935 -3.116 -4.128 -0.1625 -0.0301 0.2521
C -3.385 -1.935 -2.050 -0.0691 0.0014 0.4233
H -3.101 -2.444 -1.126 0.0060 -0.0069 0.0436
H -3.913 -1.012 -1.799 -0.0216 0.0279 0.0245
H -4.102 -2.589 -2.570 0.2752 0.2582 0.1383
C -2.819 -1.034 -4.221 0.1430 0.1316 -0.3427
H -2.135 -0.904 -5.058 -0.2635 -0.0144 0.1954
H -3.636 -1.684 -4.571 0.2138 0.1899 0.1387
H -3.253 -0.060 -3.969 -0.0933 -0.2462 -0.1252
C -2.040 0.300 3.968 -0.1956 0.0221 0.1652
H -2.856 0.752 4.550 0.1527 -0.1991 -0.0863
H -2.484 -0.332 3.195 -0.0641 0.0918 0.1068
H -1.463 -0.349 4.637 -0.2391 0.1963 -0.1822
C -2.075 2.332 2.482 -0.1380 -0.0349 -0.2710
H -1.614 3.314 2.319 -0.0974 -0.1997 0.0424
H -2.292 1.894 1.508 -0.0205 0.0942 0.0377
H -3.036 2.491 2.989 0.2550 0.0361 -0.0682
C -0.682 2.348 4.489 0.0718 -0.1971 0.2070
H -1.537 2.955 4.823 0.1895 -0.1249 -0.2004
H -0.337 1.801 5.370 -0.1593 0.2557 -0.3358
H 0.100 3.045 4.162 -0.1678 -0.1297 0.1642
C 2.807 0.290 3.072 0.2045 -0.0036 -0.1033
H 2.931 1.354 3.312 -0.0111 -0.2234 -0.0353
H 3.568 -0.262 3.644 -0.2345 0.0969 -0.1090
H 3.013 0.133 2.011 0.0894 0.1076 0.3321
C 1.388 -1.758 3.201 -0.0704 -0.0285 -0.0668
H 1.685 -2.023 2.178 -0.0562 0.0043 0.1620
H 2.102 -2.231 3.893 -0.2555 0.0972 -0.2360
H 0.394 -2.181 3.400 0.1934 0.0171 -0.0196
C 1.225 0.012 4.938 0.0468 0.0843 0.1698
H 1.395 1.063 5.198 -0.0462 -0.3968 -0.0308
H 0.252 -0.327 5.307 0.3818 0.1668 0.0123
H 1.991 -0.567 5.477 -0.1896 0.0945 -0.2458
Os -0.350 -0.379 0.114 -1.7836 1.7248 -0.4926
N 1.641 -0.310 -0.128 3.0589 -0.7436 -0.1689
C 2.797 -0.468 -0.250 -1.2721 0.1719 -0.0833
C 4.276 -0.666 -0.513 0.5138 -0.0752 0.0659
C 4.671 0.066 -1.797 -0.3804 0.4365 -0.6352
C 5.129 -0.099 0.627 -0.0119 0.3175 0.6714
C 4.606 -2.156 -0.650 -0.4894 -0.6390 0.0372
H 4.181 -0.372 -2.677 0.1312 0.1632 0.2290
H 4.422 1.133 -1.732 0.0772 -0.2160 -0.1270
H 5.756 -0.012 -1.953 -0.3357 -0.1027 0.2352
H 5.003 -0.677 1.551 0.0117 0.2036 -0.1875
H 6.193 -0.160 0.356 -0.4117 -0.0710 -0.1291
H 4.903 0.958 0.812 0.0694 -0.1793 0.0612
H 5.686 -2.283 -0.812 -0.3403 0.2349 0.0461
H 4.343 -2.702 0.266 0.0659 0.0555 -0.2404
H 4.083 -2.610 -1.501 0.1249 0.0444 0.2002
C -5.314 -0.563 1.084 -1.4169 -0.1767 0.3039
C -4.442 -1.554 1.534 -0.6201 -0.0251 0.1335
C -3.071 -1.445 1.292 0.5836 -1.2876 0.6442
N -2.537 -0.433 0.556 3.2812 0.6187 -0.8652
C -3.396 0.519 0.093 0.1734 0.8931 -0.4741
C -4.761 0.501 0.372 -0.4708 0.1065 0.0439
H -6.386 -0.614 1.286 0.4860 0.0110 -0.0878
H -4.787 -2.419 2.098 -0.0197 0.2060 -0.0824
H -2.374 -2.168 1.728 -0.4126 0.2299 -0.2207
H -2.967 1.322 -0.506 -0.2430 -0.2650 0.2198
H -5.359 1.339 0.018 0.0257 -0.2530 0.0552
```
Forces are in eV/Å.

## Properties
Net charge: +3
HOMO energy (alpha / beta): -14.22 / -17.78 eV
2S+1: 5
LUMO energy (alpha / beta): -8.18 / -12.18 eV

Atom charges from the Löwdin analysis, given in e for atoms 1 to 4:
1. C -0.31
2. C -0.35
3. C 0.03
4. C 0.04



ORCA calculation (the ωB97M-V functional and the def2-TZVPD basis) on a molecular structure, C26H29N2O4Tc.

```
62
Properties=species:S:1:pos:R:3:forces:R:3
C 1.974 -1.081 1.248 1.3955 0.2150 0.5741
C 3.113 -0.825 0.367 0.1399 -0.1770 1.3793
C 3.433 0.574 0.476 0.2026 0.0735 0.5536
H 3.830 -1.584 0.075 -0.1757 0.3463 0.2149
C 2.553 1.170 1.400 -0.1670 -0.3242 0.0813
C 1.658 0.199 1.885 0.9363 0.0699 0.2570
H 0.938 0.338 2.688 0.0764 0.0266 -0.4338
H 1.727 -2.061 1.645 -0.0133 0.2818 -0.0057
H 4.301 1.048 0.018 -0.3580 -0.1229 0.0473
H 2.608 2.208 1.729 -0.1608 -0.3006 -0.1654
C 1.973 -1.154 -2.772 -0.0416 -0.8388 -0.2729
C 2.478 -2.113 -1.847 0.2708 -0.7010 -1.0434
C 1.362 -2.782 -1.224 0.2036 -0.8629 -1.1756
H 3.526 -2.334 -1.684 -0.3744 0.0528 -0.1327
C 0.163 -2.280 -1.860 0.4506 -0.2692 -0.9176
C 0.547 -1.271 -2.798 -0.1060 -0.8044 -0.1301
H -0.131 -0.700 -3.430 0.1895 -0.0454 0.3788
H 2.578 -0.507 -3.407 -0.2387 -0.0589 0.4238
H 1.416 -3.594 -0.511 -0.0885 0.2201 -0.0426
H -0.843 -2.664 -1.712 0.2827 0.3530 0.2896
Tc 1.239 -0.778 -0.695 -2.3299 3.6573 -0.0381
O 1.137 1.334 -1.481 0.7630 0.2967 -0.0908
C 2.081 2.328 -1.809 0.3900 -0.6401 0.1822
C 1.096 3.322 -1.408 -1.0653 -1.3375 0.1226
H 2.973 2.347 -1.173 0.0080 -0.1096 -0.3171
H 2.316 2.349 -2.879 0.2272 0.0620 0.1465
H 0.857 3.383 -0.356 0.4362 0.4573 0.2412
H -0.244 5.543 -0.916 -0.0990 -0.0044 -0.2926
C -0.390 5.185 -1.937 0.2496 -0.4280 -0.1311
C 0.226 3.954 -2.313 -1.1659 0.8455 -1.0267
C -0.017 3.452 -3.625 0.5448 0.4619 0.1392
H 0.395 2.476 -3.891 -0.2261 0.3374 0.0126
C -0.737 4.205 -4.545 -0.0281 -0.1221 0.2653
H -0.893 3.821 -5.554 -0.0034 0.1065 0.3102
C -1.258 5.457 -4.181 0.1794 -0.0341 0.4060
H -1.808 6.053 -4.914 0.2086 -0.2272 0.2669
C -1.085 5.945 -2.874 0.0802 -0.2801 -0.1459
H -1.489 6.918 -2.591 0.0730 -0.3194 -0.0894
C -0.420 -2.779 4.135 0.3453 -0.1443 0.2217
C -1.289 -1.613 3.708 -0.2370 0.5400 -0.2192
C -2.028 -1.766 2.344 -0.3670 0.3211 -0.5004
C -3.008 -2.980 2.304 -0.3498 0.5529 -0.0592
C -2.435 -4.380 2.259 0.0433 -0.4426 -0.1192
C -2.897 -0.507 2.163 -0.8428 0.0731 0.8072
O -3.891 -0.267 2.836 1.3032 -0.3962 -0.7839
N -2.503 0.384 1.178 -0.0017 0.3061 -0.0530
C -1.376 0.359 0.360 -0.2852 -0.4310 0.3861
O -1.143 1.286 -0.395 -0.2974 -0.5210 0.4846
N -0.595 -0.782 0.461 -0.3617 0.5734 -0.0995
C -0.988 -1.865 1.216 0.7122 -1.5103 -0.0206
O -0.428 -2.961 1.032 -0.4065 1.5835 0.0947
H -1.007 -3.549 4.646 0.2166 0.1532 -0.1474
H 0.337 -2.416 4.840 -0.1145 -0.1401 -0.0709
H 0.090 -3.221 3.271 -0.0367 -0.0187 0.3036
H -2.052 -1.410 4.475 0.1599 0.0254 -0.3385
H -0.670 -0.705 3.628 -0.1816 -0.1569 0.1271
H -3.675 -2.877 3.173 0.2225 0.1304 -0.2622
H -3.641 -2.845 1.412 0.0135 -0.0033 0.2652
H -1.672 -4.539 3.022 -0.2101 -0.1555 -0.2678
H -3.254 -5.085 2.432 0.1324 0.0481 -0.0063
H -2.000 -4.589 1.278 -0.0790 -0.1046 0.3342
H -3.060 1.225 1.080 -0.0443 -0.1388 0.0824
```
Forces are in eV/Å.

## Properties
Net charge: +1
HOMO energy (alpha / beta): -10.69 / -11.92 eV
2S+1: 4
LUMO energy (alpha / beta): -4.40 / -5.02 eV

Atom charges from the Löwdin analysis, given in e for atoms 1 to 4:
1. C -0.26
2. C -0.24
3. C -0.09
4. H 0.11



ORCA calculation (the ωB97M-V functional and the def2-TZVPD basis) on 5 unconnected molecules or ions with the total composition C4H18O7.

```
29
Properties=species:S:1:pos:R:3:forces:R:3
O -9.373 9.254 -7.273 0.7397 0.2210 -1.1245
C -8.743 8.016 -7.600 1.2371 0.6546 -0.8064
C -9.680 6.815 -7.488 1.2080 -0.1611 0.4554
O -10.119 6.828 -6.150 -0.8426 0.0177 0.5074
H -9.826 9.168 -6.460 -0.9868 -0.5872 1.3962
H -8.270 8.271 -8.569 -0.6073 -0.7648 0.0260
H -7.849 7.857 -6.954 -0.6784 -0.1023 0.0872
H -9.182 5.858 -7.672 0.5779 0.1248 -0.1583
H -10.507 6.772 -8.183 -0.5185 0.6832 0.1189
H -9.361 6.727 -5.545 -0.1538 -0.0544 -0.2740
O -8.474 4.103 -4.961 0.3297 0.8076 -0.4621
C -7.180 4.774 -5.060 -0.9618 -0.7832 -1.2436
C -6.927 5.864 -4.032 -1.2324 -1.5695 -0.3042
O -7.741 6.990 -4.302 0.1582 0.1293 0.7273
H -8.665 3.706 -4.099 0.8304 0.2633 0.0850
H -6.388 3.998 -5.080 -0.1908 0.4894 0.3931
H -7.204 5.195 -6.099 0.0596 -0.1461 0.8669
H -5.896 6.097 -4.070 1.2398 0.4647 0.0337
H -7.150 5.353 -3.088 -0.0338 0.5439 0.3257
H -7.593 7.646 -3.592 -0.2323 -0.2568 -0.7728
O -7.811 2.311 -2.727 0.3428 -0.3686 -0.0985
H -8.396 1.704 -3.203 0.1578 0.0141 0.0194
H -6.924 1.967 -2.942 -0.5468 0.2822 0.0617
O -7.779 10.026 -4.725 -0.5803 0.4176 0.0520
H -8.217 10.113 -5.589 0.3212 -0.2192 0.0138
H -8.296 10.629 -4.169 0.3048 -0.1903 -0.0813
O -7.847 1.278 -5.756 -0.3608 0.3945 0.0488
H -7.837 0.544 -6.379 -0.2258 0.2643 -0.0533
H -8.486 1.958 -6.063 0.6453 -0.5689 0.1606
```
Forces are in eV/Å.

## Properties
Net charge: 0
SMILES: OCCO.OCCO.O.O.O
HOMO energy: -9.86 eV
LUMO energy: 0.52 eV
Energy relative to the best compared isomer or geometry (same formula, charge and spin): 48.9 kcal per mole

Atom charges from the Löwdin analysis, given in e for atoms 1 to 4:
1. O -0.07
2. C -0.23
3. C -0.24
4. O -0.08